Record 1
Entry from the OMol25 dataset: a cluster of 14 separate species, C45H119NO15 in total in a non-equilibrium geometry (ωB97M-V/def2-TZVPD).

XYZ file:
```
180
Properties=species:S:1:pos:R:3:mulliken_charge:R:1
C -2.029 -9.765 5.115 -0.97
O -3.009 -10.151 4.189 0.47
C -3.126 -9.198 3.134 -0.45
C -4.357 -9.609 2.337 -0.01
N -4.440 -8.877 1.084 0.74
C -5.672 -9.268 0.388 -0.18
C -5.702 -8.787 -1.071 -0.05
O -6.631 -9.587 -1.805 0.36
C -7.963 -9.088 -1.768 -0.61
H -1.016 -9.702 4.705 0.39
H -1.908 -10.656 5.744 -0.01
H -2.255 -8.961 5.817 -0.01
H -2.258 -9.311 2.483 0.31
H -3.318 -8.179 3.483 -0.10
H -5.252 -9.524 2.969 -0.22
H -4.243 -10.656 2.035 -0.14
H -4.476 -7.878 1.281 0.23
H -6.579 -8.740 0.730 -0.07
H -5.918 -10.320 0.518 0.05
H -4.743 -9.106 -1.483 -0.48
H -5.879 -7.711 -1.091 0.18
H -8.500 -9.786 -2.416 0.00
H -8.064 -8.147 -2.319 0.33
H -8.353 -9.017 -0.755 -0.15
C -1.913 -6.565 -0.889 -1.47
C -1.922 -8.011 -1.339 2.04
C -0.738 -8.426 -2.202 -1.65
O -1.843 -8.817 -0.153 -0.54
H -1.760 -5.886 -1.737 0.43
H -1.154 -6.246 -0.173 0.31
H -2.874 -6.354 -0.410 0.24
H -2.878 -8.230 -1.812 -0.89
H -0.935 -9.445 -2.543 0.36
H 0.196 -8.533 -1.649 0.37
H -0.582 -7.721 -3.019 0.39
H -2.726 -8.995 0.248 0.27
C -6.881 -13.430 -0.979 -0.87
C -6.046 -14.307 -1.923 0.47
C -4.804 -13.582 -2.367 -1.10
O -5.705 -15.559 -1.294 -0.57
H -7.705 -13.998 -0.542 0.48
H -7.440 -12.701 -1.578 0.30
H -6.306 -12.849 -0.262 -0.20
H -6.642 -14.587 -2.796 0.46
H -3.991 -13.660 -1.643 0.32
H -5.024 -12.536 -2.583 0.05
H -4.366 -13.966 -3.295 0.40
H -5.333 -16.108 -1.991 0.32
C -5.865 -6.766 4.681 -0.94
C -4.878 -5.623 4.753 0.52
C -4.224 -5.351 6.113 -1.10
O -3.818 -5.847 3.810 -0.49
H -6.774 -6.448 5.204 0.54
H -5.550 -7.667 5.212 0.11
H -6.199 -6.959 3.663 0.05
H -5.409 -4.745 4.358 0.33
H -3.545 -6.180 6.299 -0.04
H -4.986 -5.310 6.894 0.37
H -3.675 -4.413 6.052 0.43
H -3.386 -5.023 3.579 0.27
C 2.773 -11.625 7.731 -1.33
C 1.514 -12.498 7.660 0.48
C 0.725 -12.290 8.951 -1.12
O 0.729 -11.966 6.586 -0.35
H 3.344 -11.815 8.645 0.38
H 2.565 -10.568 7.581 0.27
H 3.493 -11.898 6.952 0.37
H 1.745 -13.542 7.449 0.32
H -0.170 -12.906 8.838 0.34
H 0.486 -11.229 8.981 0.04
H 1.332 -12.555 9.815 0.45
H -0.043 -11.511 6.936 0.17
C -8.546 -10.785 2.168 -0.29
C -9.877 -10.603 2.834 0.58
C -9.890 -11.459 4.111 -1.58
O -9.944 -9.245 3.302 -0.50
H -8.298 -11.729 1.683 0.52
H -7.666 -10.433 2.704 0.02
H -8.619 -10.138 1.278 -0.49
H -10.687 -10.917 2.173 0.24
H -9.698 -12.505 3.829 0.39
H -10.871 -11.540 4.586 0.45
H -9.063 -11.264 4.790 0.36
H -10.783 -9.125 3.757 0.29
C -4.674 -15.811 3.549 -1.23
C -3.727 -14.941 2.675 0.16
C -4.450 -13.947 1.766 -0.03
O -2.823 -14.295 3.563 -0.44
H -4.233 -16.807 3.647 0.35
H -5.597 -16.045 3.009 0.34
H -4.778 -15.380 4.538 0.17
H -3.135 -15.574 2.005 0.47
H -5.056 -14.543 1.083 0.15
H -3.822 -13.210 1.266 -0.13
H -5.049 -13.319 2.441 0.00
H -3.383 -13.736 4.137 -0.04
C -0.677 -12.362 0.445 -0.76
C 0.068 -12.664 1.743 0.47
C -0.365 -11.828 2.903 -0.77
O -0.106 -14.078 2.001 -0.64
H -1.729 -12.660 0.472 -0.17
H -0.296 -12.896 -0.428 0.44
H -0.656 -11.298 0.187 0.15
H 1.143 -12.680 1.536 0.28
H -0.137 -10.778 2.687 0.35
H 0.200 -11.965 3.831 0.26
H -1.415 -12.004 3.142 0.07
H -0.768 -14.239 2.690 0.30
C -6.458 -8.818 -5.433 -1.17
C -5.319 -9.766 -5.135 0.69
C -4.085 -9.113 -4.586 -1.36
O -5.797 -10.786 -4.225 -0.52
H -7.447 -9.254 -5.567 0.27
H -6.317 -8.187 -6.316 0.37
H -6.518 -8.158 -4.557 0.14
H -5.223 -10.413 -6.017 0.35
H -3.515 -9.704 -3.870 0.27
H -4.237 -8.162 -4.056 0.30
H -3.411 -8.734 -5.363 0.47
H -5.904 -10.378 -3.343 0.07
C -2.199 -7.438 8.518 -1.34
C -1.004 -8.409 8.372 0.74
C 0.161 -8.004 9.275 -1.41
O -1.417 -9.735 8.623 -0.44
H -2.369 -7.206 9.574 0.43
H -3.117 -7.894 8.150 0.30
H -1.965 -6.499 8.016 0.35
H -0.763 -8.340 7.310 0.15
H -0.139 -7.829 10.310 0.35
H 0.766 -7.207 8.847 0.40
H 0.816 -8.878 9.356 0.34
H -1.583 -9.868 9.563 0.25
C -10.882 -12.540 -2.141 -1.03
C -10.363 -12.924 -3.520 0.97
C -11.196 -14.101 -4.038 -1.50
O -10.614 -11.813 -4.382 -0.55
H -11.910 -12.187 -2.059 0.37
H -10.189 -11.793 -1.738 -0.06
H -10.879 -13.331 -1.383 0.46
H -9.301 -13.170 -3.480 -0.01
H -10.849 -14.361 -5.041 0.36
H -12.251 -13.847 -3.987 0.34
H -11.003 -15.010 -3.460 0.37
H -9.870 -11.715 -4.982 0.33
C -4.476 -11.547 7.310 -1.39
C -4.668 -12.677 6.310 0.94
C -6.125 -13.163 6.325 -1.40
O -4.376 -12.283 4.977 0.33
H -4.275 -11.843 8.344 0.41
H -5.394 -10.948 7.313 0.29
H -3.655 -10.838 7.181 0.18
H -3.992 -13.488 6.607 0.33
H -6.267 -13.666 7.292 0.44
H -6.364 -13.943 5.606 0.33
H -6.800 -12.314 6.227 0.21
H -4.295 -11.317 4.853 -0.18
C -12.547 -7.593 -3.750 -1.39
C -12.251 -7.524 -2.253 0.71
C -11.776 -8.829 -1.602 -1.00
O -11.252 -6.525 -2.095 -0.60
H -11.766 -8.153 -4.264 0.29
H -12.505 -6.570 -4.133 0.37
H -13.558 -7.910 -3.999 0.37
H -13.174 -7.266 -1.723 0.14
H -11.690 -8.723 -0.519 0.35
H -10.806 -9.175 -1.963 -0.03
H -12.515 -9.592 -1.854 0.44
H -10.860 -6.603 -1.221 0.03
C -9.378 -5.478 2.176 -1.55
C -9.564 -6.237 0.895 0.35
C -8.654 -5.759 -0.215 -1.12
O -9.110 -7.584 1.057 0.41
H -9.898 -4.515 2.183 0.45
H -8.336 -5.301 2.439 0.18
H -9.908 -5.994 2.985 0.42
H -10.618 -6.275 0.584 0.61
H -8.799 -6.233 -1.186 0.13
H -7.628 -5.914 0.121 0.24
H -8.729 -4.699 -0.484 0.42
H -9.284 -7.878 1.969 -0.09
```

Results
maximum force = 0.05843 hartree/bohr
gap between HOMO and LUMO = 9.1 eV
E_LUMO = 0.23 eV
energy relative to the best compared isomer or geometry (same formula, charge and spin) = 268.0 kJ/mol


Record 2
Entry from the OMol25 dataset: a cluster of 13 separate species, C45H122N6O13 in total in a non-equilibrium geometry (ωB97M-V/def2-TZVPD).

XYZ file:
```
186
Properties=species:S:1:pos:R:3:mulliken_charge:R:1
C -4.377 -3.299 2.466 -1.74
C -3.372 -3.281 1.272 0.75
C -4.065 -3.270 -0.105 -0.70
O -2.656 -2.100 1.364 0.72
H -3.851 -3.347 3.420 0.40
H -5.031 -4.169 2.406 0.44
H -5.063 -2.453 2.494 0.29
H -2.717 -4.127 1.479 0.16
H -4.613 -2.335 -0.221 -0.04
H -4.748 -4.120 -0.110 0.54
H -3.315 -3.270 -0.896 -0.13
H -2.158 -2.084 0.543 -0.52
C 3.104 2.451 -2.356 -0.78
C 4.488 2.442 -2.994 0.48
C 4.429 2.014 -4.498 -1.47
O 5.040 3.698 -2.926 -0.55
H 2.387 2.930 -3.023 0.00
H 3.068 2.982 -1.405 0.54
H 2.648 1.461 -2.352 0.18
H 5.168 1.844 -2.387 0.21
H 3.822 2.728 -5.054 0.39
H 4.043 1.007 -4.652 0.29
H 5.430 1.996 -4.930 0.46
H 5.754 3.779 -3.563 0.33
C 0.944 4.899 3.119 -0.83
C -0.405 5.616 2.895 0.75
C -1.495 4.642 2.467 -0.56
O -0.865 6.295 4.075 -0.64
H 1.694 5.612 3.464 0.40
H 1.353 4.625 2.147 0.07
H 0.888 3.967 3.681 0.11
H -0.276 6.384 2.133 0.07
H -2.526 4.991 2.508 0.38
H -1.531 3.768 3.117 -0.03
H -1.272 4.297 1.457 -0.07
H -1.783 6.095 4.272 0.33
C 4.535 -0.784 5.060 -1.64
C 3.824 -0.914 3.695 0.98
C 4.750 -1.139 2.515 -1.18
O 2.974 -2.029 3.761 -0.52
H 5.179 0.087 4.941 0.42
H 5.120 -1.654 5.357 0.32
H 3.824 -0.608 5.867 0.39
H 3.221 -0.018 3.551 0.10
H 4.175 -1.019 1.596 -0.08
H 5.229 -2.101 2.696 0.44
H 5.612 -0.480 2.614 0.49
H 2.270 -1.884 4.398 0.25
C 0.860 -5.811 -3.613 -1.51
C 0.233 -4.722 -2.686 0.61
C -0.614 -5.309 -1.598 -0.77
O 1.312 -4.056 -1.996 -0.29
H 1.712 -6.340 -3.185 0.34
H 1.299 -5.367 -4.506 0.39
H 0.101 -6.548 -3.877 0.39
H -0.306 -4.018 -3.319 0.14
H -1.074 -4.411 -1.185 -0.09
H -0.071 -5.810 -0.796 0.25
H -1.477 -5.895 -1.913 0.44
H 1.898 -4.726 -1.637 0.04
C 5.363 -4.890 -1.853 -1.56
C 4.955 -3.832 -0.796 0.88
C 4.664 -2.437 -1.383 -0.97
O 3.830 -4.387 -0.170 0.02
H 6.120 -4.492 -2.529 0.43
H 4.500 -5.274 -2.397 0.19
H 5.842 -5.721 -1.335 0.36
H 5.813 -3.730 -0.131 0.36
H 5.567 -2.027 -1.837 0.52
H 4.262 -1.749 -0.638 -0.06
H 3.887 -2.436 -2.147 0.12
H 3.964 -4.394 0.781 0.07
C -0.360 0.955 3.834 0.11
C -1.454 0.661 4.908 0.51
C -2.233 -0.624 4.460 -1.12
O -0.825 0.273 6.078 -0.61
H -0.887 1.138 2.897 -0.30
H 0.345 0.132 3.718 0.07
H 0.240 1.858 3.939 0.06
H -2.133 1.484 5.130 0.12
H -2.751 -0.440 3.519 -0.05
H -2.941 -0.975 5.210 0.48
H -1.527 -1.441 4.311 0.35
H -0.399 1.077 6.381 0.40
C 2.009 -5.627 2.585 -1.39
C 3.380 -5.691 3.133 0.64
C 4.144 -7.069 2.965 -0.90
O 3.382 -8.093 3.610 -0.34
C 4.043 -9.356 3.541 -0.77
N 4.220 -4.675 2.537 -0.48
H 1.461 -4.686 2.637 0.15
H 1.356 -6.349 3.075 0.50
H 2.045 -5.891 1.529 0.23
H 3.282 -5.554 4.210 0.35
H 5.154 -7.015 3.372 0.44
H 4.262 -7.356 1.920 0.36
H 4.448 -9.484 2.537 0.31
H 3.360 -10.201 3.631 0.26
H 4.896 -9.300 4.217 0.30
H 3.893 -3.763 2.823 -0.29
H 5.093 -4.728 3.042 0.36
C -3.489 -2.314 -3.624 -0.89
C -3.932 -0.897 -4.110 0.20
C -3.991 0.150 -2.954 0.43
O -4.708 -0.284 -1.804 0.09
C -6.100 -0.507 -1.949 -1.08
N -3.113 -0.403 -5.222 -0.66
H -4.319 -2.765 -3.080 0.33
H -2.582 -2.241 -3.025 -0.13
H -3.181 -2.983 -4.428 0.53
H -4.954 -0.973 -4.480 0.21
H -4.398 1.094 -3.317 0.43
H -2.979 0.253 -2.563 -0.92
H -6.484 -0.925 -1.018 0.28
H -6.360 -1.215 -2.736 0.41
H -6.652 0.427 -2.049 0.32
H -2.272 0.058 -4.903 0.41
H -2.697 -1.189 -5.701 0.30
C 0.913 5.331 -0.862 -1.46
C 1.346 5.774 -2.249 1.40
C 0.716 7.154 -2.498 -1.26
O -0.676 7.054 -2.538 -0.12
C -1.382 8.241 -2.672 -0.94
N 2.802 5.864 -2.306 -0.74
H 1.280 4.323 -0.668 -0.02
H -0.167 5.234 -0.751 0.36
H 1.288 5.986 -0.075 0.46
H 1.021 5.015 -2.960 -0.16
H 1.137 7.649 -3.373 0.46
H 0.985 7.859 -1.711 0.47
H -2.421 7.945 -2.532 0.24
H -1.224 8.570 -3.699 0.35
H -1.099 9.088 -2.048 0.32
H 3.012 6.279 -3.202 0.37
H 3.224 4.962 -2.471 0.08
C -5.168 2.867 5.235 -1.63
C -4.548 3.075 3.904 1.22
C -4.855 1.938 2.880 -0.46
O -4.008 2.069 1.805 -0.12
C -3.943 0.938 1.004 -0.26
N -4.926 4.367 3.361 -0.66
H -5.056 3.702 5.926 0.40
H -4.583 2.048 5.652 0.32
H -6.213 2.574 5.142 0.36
H -3.466 3.085 4.040 -0.50
H -5.866 2.168 2.544 0.31
H -4.814 0.957 3.353 0.32
H -3.425 0.098 1.467 0.13
H -3.262 1.053 0.160 -0.40
H -4.909 0.681 0.571 0.37
H -5.913 4.369 3.146 0.33
H -4.395 4.585 2.530 0.23
C -2.661 3.604 -3.594 -0.81
C -1.407 3.718 -4.439 2.58
C -1.186 2.511 -5.469 -1.27
O -1.119 1.256 -4.780 -0.39
C 0.099 1.008 -4.077 0.01
N -1.507 4.901 -5.255 -0.76
H -3.605 3.453 -4.118 0.35
H -2.621 4.495 -2.968 0.45
H -2.571 2.748 -2.925 -0.29
H -0.529 3.802 -3.798 -1.45
H -0.240 2.754 -5.953 0.34
H -1.921 2.507 -6.274 0.43
H 0.970 0.879 -4.720 0.40
H -0.100 0.044 -3.609 -0.12
H 0.347 1.696 -3.268 -0.20
H -1.577 5.657 -4.588 0.18
H -2.348 4.963 -5.810 0.31
C 0.768 -2.413 0.832 -1.10
C 0.085 -1.183 0.156 1.34
C 1.140 -0.099 -0.258 -1.13
O 0.599 1.010 -0.926 0.87
C -0.184 1.805 -0.038 -0.44
N -0.689 -1.749 -0.938 1.09
H 0.051 -3.193 1.087 0.17
H 1.295 -2.041 1.710 0.33
H 1.531 -2.920 0.241 0.26
H -0.521 -0.708 0.927 -0.56
H 1.931 -0.512 -0.884 -0.22
H 1.636 0.214 0.660 0.49
H 0.474 2.088 0.783 0.46
H -1.046 1.278 0.371 -0.43
H -0.556 2.647 -0.623 -0.07
H 0.027 -2.361 -1.301 -0.29
H -0.752 -1.047 -1.661 -0.87
```

Results
maximum force = 0.06030 hartree/bohr
gap between HOMO and LUMO = 9.2 eV
E_LUMO = 0.47 eV
energy relative to the best compared isomer or geometry (same formula, charge and spin) = 234.8 kJ/mol